ORCA calculation (the ωB97M-V functional and the def2-TZVPD basis) on a structure of composition C44H114AsF15N9O17.

Geometry as XYZ:
```
200
C44H114AsF15N9O17 (the ωB97M-V functional and the def2-TZVPD basis)
C -4.7525 -0.3754 4.1459
C -5.0654 1.0457 4.5689
C -5.2397 1.1500 6.0736
O -5.4649 2.4989 6.3431
C -5.7249 2.8262 7.7038
N -3.9190 1.9836 4.2299
H -3.0050 1.5436 4.1210
H -4.1012 2.4574 3.3480
H -3.8438 2.6882 4.9774
H -4.8471 -0.5793 3.0785
H -5.4701 -1.0391 4.6295
H -3.7533 -0.6672 4.4722
H -5.9639 1.4894 4.1450
H -4.3617 0.7519 6.6101
H -6.0586 0.5088 6.4241
H -5.1430 2.2396 8.4174
H -6.8002 2.7816 7.8768
H -5.4027 3.8585 7.8361
C 2.8199 2.3393 -3.8510
C 2.4104 2.3068 -5.2969
C 3.5689 2.7206 -6.1932
O 3.3483 2.7409 -7.5695
C 2.3465 3.6927 -7.9536
N 1.9183 0.9515 -5.7078
H 1.1548 0.5467 -5.1692
H 1.5767 1.0094 -6.6736
H 2.7268 0.3212 -5.8080
H 2.7568 3.3709 -3.4917
H 3.8381 2.0127 -3.6255
H 2.1915 1.8354 -3.1134
H 1.4825 2.8706 -5.4031
H 4.2935 1.9033 -6.0583
H 4.1005 3.5708 -5.7495
H 2.1551 3.5293 -9.0083
H 2.6877 4.7100 -7.7467
H 1.4187 3.5648 -7.3882
C -0.0458 -5.5839 -6.9268
C -0.4850 -4.4277 -6.0573
C -0.4256 -4.6907 -4.5801
O -0.9116 -3.5923 -3.8610
C -0.6421 -3.7162 -2.4814
N 0.2629 -3.1522 -6.3873
H -0.0146 -2.7069 -7.2614
H -0.0147 -2.4778 -5.6638
H 1.2824 -3.3167 -6.3530
H -0.1366 -5.4555 -7.9997
H -0.6190 -6.4332 -6.5470
H 0.9725 -5.9104 -6.6931
H -1.5138 -4.1406 -6.2952
H 0.5910 -5.0128 -4.3054
H -1.0341 -5.5818 -4.3833
H 0.4351 -3.7384 -2.2854
H -1.1736 -4.5607 -2.0241
H -1.1006 -2.8475 -2.0008
C -6.4574 -0.0815 -0.3914
C -5.1345 -0.2854 0.3194
C -4.8616 -1.7471 0.5938
O -3.5149 -1.9925 0.9048
C -3.1783 -3.3657 0.8113
N -4.0166 0.3036 -0.5065
H -4.2195 1.2785 -0.7185
H -3.1370 0.2233 0.0068
H -3.8021 -0.2638 -1.3368
H -6.6933 -0.8687 -1.1142
H -6.5736 0.8346 -0.9703
H -7.2930 -0.1955 0.3023
H -5.0994 0.3674 1.1963
H -5.1663 -2.3735 -0.2475
H -5.4967 -1.9511 1.4686
H -3.9839 -3.9381 1.2731
H -2.2594 -3.6047 1.3541
H -2.9408 -3.6259 -0.2235
C 5.6063 -2.3966 -0.1683
C 4.1222 -2.1001 -0.1566
C 3.3050 -3.3616 -0.1253
O 1.9308 -3.0758 -0.0305
C 1.1685 -4.1443 0.4322
N 3.7962 -1.2412 1.0730
H 2.7816 -1.0337 1.2026
H 3.9496 -1.7369 1.9522
H 4.3150 -0.3678 1.0655
H 5.8299 -2.9311 -1.0931
H 5.9306 -3.1040 0.5989
H 6.2020 -1.4871 -0.1099
H 3.8599 -1.4211 -0.9666
H 3.5958 -4.0243 0.7011
H 3.5034 -3.9234 -1.0442
H 0.1103 -4.1690 0.1447
H 1.0791 -4.1513 1.5271
H 1.3672 -5.1739 0.1120
C 2.4238 4.0088 4.1402
C 2.7811 2.8010 5.0034
C 1.6070 2.2750 5.7773
O 2.0316 1.1628 6.5423
C 0.9690 0.5036 7.2167
N 3.3948 1.7037 4.1760
H 2.6381 1.0892 3.8220
H 3.8818 2.0365 3.3447
H 4.0538 1.1523 4.7217
H 2.1855 4.8332 4.8078
H 1.4960 3.8009 3.5997
H 3.1633 4.3095 3.3984
H 3.5466 3.1413 5.7025
H 0.8523 1.8814 5.0773
H 1.1423 3.0700 6.3637
H 0.4345 -0.0669 6.4465
H 0.2711 1.1725 7.7244
H 1.3950 -0.1416 7.9818
C 0.2392 -2.9136 5.4689
C 1.6511 -3.0162 6.0230
C 2.1868 -4.4134 6.2139
O 3.5774 -4.4773 6.3713
C 4.0886 -4.1560 7.6702
N 2.5770 -2.2436 5.0750
H 2.0440 -1.4769 4.6264
H 3.3896 -1.8984 5.5877
H 3.0157 -2.8561 4.3854
H 0.1377 -3.2642 4.4427
H -0.1361 -1.8924 5.5009
H -0.3714 -3.4955 6.1606
H 1.7725 -2.4647 6.9569
H 1.9828 -5.0144 5.3180
H 1.6795 -4.9996 6.9867
H 3.4731 -4.5436 8.4821
H 4.1343 -3.0610 7.7230
H 5.1023 -4.5355 7.7452
C -0.4222 3.3276 -0.0988
C -0.2173 4.5512 0.7643
C 1.1332 5.2359 0.4851
O 1.0504 6.5225 1.0147
C 2.2522 7.2774 0.8800
N -1.3474 5.5121 0.5202
H -1.2718 6.2821 1.1988
H -1.1886 5.8877 -0.4171
H -2.2568 5.0611 0.6009
H -1.3935 2.8455 0.0369
H 0.3507 2.5835 0.0943
H -0.4032 3.5597 -1.1697
H -0.1547 4.2703 1.8153
H 1.2612 5.2175 -0.6074
H 1.9053 4.6212 0.9588
H 3.1293 6.7953 1.3223
H 2.0557 8.1593 1.4867
H 2.4701 7.5554 -0.1517
N -2.9103 -1.5598 -3.0499
O -3.6756 -2.4255 -2.5512
O -2.9415 -1.2791 -4.2205
O -2.1331 -0.9378 -2.2419
As -2.0384 5.0887 4.8606
F -1.8345 6.4223 3.7473
F -3.7547 5.2883 4.9820
F -2.2554 3.7064 5.9335
F -0.2976 4.8640 4.9349
F -1.9051 6.2028 6.1563
F -2.1844 3.9750 3.4908
C -4.3258 2.0084 -5.0064
O -2.9674 1.5829 -4.6475
O -4.5511 1.3702 -6.1232
C -5.2364 1.6856 -3.8069
F -6.4943 2.0733 -4.0395
F -5.2195 0.4020 -3.4309
F -4.9287 2.4074 -2.6646
C -2.3182 2.2611 -3.6084
C -0.8708 1.8594 -3.7832
H -0.2175 2.1109 -2.9425
H -0.7901 0.7752 -3.8853
H -0.5962 2.4235 -4.6788
H -2.7007 1.8582 -2.6532
H -2.4215 3.3525 -3.5359
H -4.3556 3.0822 -5.2789
C 0.5171 -0.3869 2.2393
O 0.8214 0.0869 0.9472
O 1.5977 -0.3477 3.0175
C -0.7344 0.2863 2.8536
F -1.0046 -0.2593 4.0646
F -0.6249 1.6179 3.0442
F -1.8664 0.0831 2.1646
C 0.1027 -0.5693 -0.1248
C 0.7052 -0.1147 -1.4198
H 0.3258 -0.7117 -2.2477
H 0.6299 0.9522 -1.5987
H 1.7786 -0.3537 -1.3950
H -0.9598 -0.3276 -0.0675
H 0.1597 -1.6548 -0.0393
H 0.1800 -1.4309 2.0836
C 3.8878 -2.1965 -5.9100
O 3.2742 -3.0734 -6.9427
O 4.1281 -1.0172 -6.3977
C 3.1147 -2.2457 -4.5967
F 3.7454 -1.6151 -3.5786
F 1.9052 -1.5802 -4.6525
F 2.7835 -3.4751 -4.1507
C 4.2317 -3.8268 -7.6593
C 3.4610 -4.7634 -8.5853
H 2.8697 -5.3996 -7.9088
H 2.6442 -4.3042 -9.1431
H 4.0888 -5.4260 -9.1728
H 4.8299 -4.4600 -7.0005
H 4.8525 -3.2262 -8.3278
H 4.7858 -2.8190 -5.6950
```

Calculated values
Frontier orbital gap (Eh): 0.08553
HOMO energy (eV): -9.93
LUMO (eV): -7.603
Net charge: +3